Here is C45H53NP3PtSi as an isolated structure from the OMol25 dataset. Energies are from wB97M-V/def2-TZVPD.

Values from the calculation:
Lowest unoccupied orbital energy (eV): -2.49
Strongest force on any atom (eV/A): 0.376
Energy (eV): -88005.3797
Energy relative to the best compared isomer or geometry (same formula, charge and spin) (eV): 0.0000
Gap between HOMO and LUMO (eV): 8.0
Net charge: +1

Each line ends with the Löwdin charge.
Cartesian coordinates (Å):
Pt (-0.24, 0.06, -0.30)  0.452
P (-1.15, 2.20, -0.59)  0.910
P (-0.58, -0.57, 2.08)  0.895
P (-0.29, -2.23, -0.02)  0.758
Si (1.32, -0.23, -2.05)  0.533
N (-0.34, -2.22, 1.66)  -0.349
C (0.21, 3.34, 1.55)  -0.107
C (0.83, -4.05, -1.79)  -0.107
C (-1.93, 2.77, -2.18)  -0.503
C (2.84, -0.69, -1.01)  -0.323
C (-1.80, -0.74, 3.44)  -0.344
C (1.86, 0.96, -3.40)  -0.337
C (4.58, -0.05, 0.56)  -0.097
C (2.61, -5.08, 0.07)  -0.074
C (-1.95, -2.67, -0.61)  -0.346
C (-3.54, -2.73, -2.42)  -0.064
C (-3.58, 0.99, 0.15)  -0.123
C (-3.39, 3.45, 0.67)  -0.091
C (1.74, 1.58, -5.74)  -0.080
C (0.83, 0.88, 3.99)  -0.108
C (2.57, 2.67, -5.50)  -0.078
C (-3.51, -1.13, 5.60)  -0.064
C (2.73, 2.03, -3.18)  -0.113
C (-2.26, -2.47, -1.96)  -0.109
C (-0.17, 3.60, 0.09)  -0.543
C (-2.63, 2.13, 0.53)  -0.566
C (3.08, 2.88, -4.22)  -0.075
C (0.91, -0.15, 3.05)  -0.370
C (-1.41, -1.55, 4.51)  -0.096
C (1.72, -5.04, -2.16)  -0.063
C (1.95, 1.22, 4.73)  -0.064
C (0.82, -3.56, -0.49)  -0.344
C (1.71, -4.09, 0.45)  -0.096
C (3.22, -0.49, 3.61)  -0.073
C (3.14, 0.52, 4.55)  -0.064
C (-4.22, -3.35, -0.20)  -0.067
C (4.57, -2.26, -0.38)  -0.075
C (-2.94, -3.09, 0.27)  -0.084
C (1.40, 0.73, -4.70)  -0.141
C (-3.89, -0.32, 4.55)  -0.063
C (-3.04, -0.12, 3.46)  -0.078
C (3.43, -1.95, -1.11)  -0.110
C (-4.53, -3.17, -1.54)  -0.066
C (-1.98, 4.29, -2.33)  -0.095
C (2.11, -0.82, 2.84)  -0.088
C (5.15, -1.31, 0.45)  -0.082
C (-2.26, -1.75, 5.58)  -0.059
C (1.08, 3.80, -0.76)  -0.101
C (-1.35, 2.12, -3.42)  -0.113
C (2.62, -5.55, -1.23)  -0.061
C (3.42, 0.24, -0.15)  -0.127
H (0.81, 2.43, 1.63)  0.055
H (0.96, -1.43, -2.85)  -0.017
H (-4.19, 1.25, -0.72)  0.082
H (0.85, 3.95, -1.81)  0.064
H (-4.27, 0.80, 0.98)  0.070
H (-4.86, 0.16, 4.56)  0.111
H (-0.79, 4.49, 0.01)  0.097
H (-5.53, -3.37, -1.91)  0.110
H (-1.31, 1.03, -3.32)  0.054
H (-3.06, 0.06, -0.07)  0.039
H (4.01, 0.77, 5.15)  0.109
H (-2.73, -3.22, 1.32)  0.095
H (-3.89, 3.71, -0.26)  0.078
H (1.64, 4.67, -0.40)  0.096
H (-1.52, -2.08, -2.64)  0.086
H (-0.63, -3.01, 2.22)  0.083
H (-0.10, 1.39, 4.16)  0.110
H (6.05, -1.55, 1.00)  0.106
H (-3.38, 0.49, 2.63)  0.065
H (0.13, -3.67, -2.53)  0.088
H (3.01, -2.69, -1.78)  0.083
H (-0.66, 3.25, 2.20)  0.068
H (-2.40, 4.79, -1.46)  0.060
H (1.37, 1.39, -6.74)  0.106
H (1.73, 2.93, -0.68)  0.039
H (-2.61, 4.52, -3.19)  0.092
H (1.72, -5.41, -3.18)  0.115
H (-4.16, 3.34, 1.43)  0.089
H (-2.74, 4.27, 0.96)  0.073
H (-0.99, 4.70, -2.53)  0.076
H (-1.98, 2.36, -4.28)  0.092
H (1.89, 2.01, 5.47)  0.110
H (0.75, -0.12, -4.90)  0.093
H (3.32, -6.33, -1.52)  0.113
H (3.30, -5.48, 0.80)  0.114
H (-4.99, -3.68, 0.49)  0.110
H (2.19, -1.59, 2.08)  0.084
H (-0.42, -1.99, 4.53)  0.112
H (2.98, 1.22, -0.02)  0.079
H (-2.95, 2.40, -2.06)  0.095
H (0.81, 4.17, 1.92)  0.092
H (5.01, -3.25, -0.47)  0.105
H (-4.18, -1.28, 6.44)  0.112
H (1.72, -3.72, 1.46)  0.092
H (-3.78, -2.57, -3.47)  0.111
H (-0.35, 2.49, -3.63)  0.065
H (3.18, 2.19, -2.21)  0.085
H (4.14, -1.03, 3.46)  0.107
H (3.76, 3.70, -4.04)  0.106
H (5.02, 0.69, 1.21)  0.109
H (-1.95, -2.37, 6.41)  0.112
H (2.84, 3.33, -6.31)  0.106
H (-2.18, 1.88, 1.49)  0.050

---

Here is C45H54As2BCsF2N4O4SSe as an isolated structure from the OMol25 dataset. Energies are from wB97M-V/def2-TZVPD.

Values from the calculation:
Lowest unoccupied orbital energy (eV): 3.70
Strongest force on any atom (eV/A): 0.879
Energy (eV): -266214.4183
Energy relative to the best compared isomer or geometry (same formula, charge and spin) (eV): 0.0000
Gap between HOMO and LUMO (eV): 5.4
Net charge: -2

Each line ends with the Löwdin charge.
Cartesian coordinates (Å):
Cs (1.39, 0.72, -1.38)  0.889
Se (-0.48, -2.28, -7.71)  0.479
As (-0.34, 0.43, 3.03)  1.324
As (-3.19, 2.80, 0.08)  1.341
S (4.87, -0.03, -0.45)  0.380
F (-2.74, -1.44, -2.83)  -0.206
F (-3.35, 0.12, -1.37)  -0.246
O (1.76, -2.69, -1.58)  0.099
O (0.86, 2.72, -3.18)  -0.336
O (1.56, -4.01, 0.29)  0.149
O (-0.16, 3.41, -1.31)  -0.182
N (3.17, -2.13, 0.34)  0.170
N (1.30, -0.04, -7.56)  -0.149
N (5.00, -2.67, -1.14)  0.069
N (-0.06, -0.09, -5.89)  -0.108
C (-1.95, 1.42, 2.43)  -0.437
C (1.00, -3.85, -1.97)  -0.464
C (-5.02, 0.78, 1.17)  -0.113
C (5.31, -3.85, -0.49)  -0.348
C (-1.89, 1.58, 0.92)  -0.455
C (5.90, -4.98, -1.26)  -0.041
C (0.71, 1.04, -5.74)  -0.024
C (2.22, 1.44, 2.14)  -0.155
C (0.48, -4.37, -0.60)  -0.470
C (-5.91, 3.01, 1.14)  -0.144
C (-7.28, 1.19, 1.92)  -0.118
C (0.22, 1.57, 5.73)  -0.103
C (-4.84, 2.14, 0.92)  -0.397
C (-1.67, 0.12, 5.57)  -0.135
C (-2.35, -0.93, -1.53)  -0.248
C (-2.80, 4.30, 1.31)  -0.386
C (-0.08, -3.44, -2.95)  0.003
C (4.35, -2.50, 1.13)  -0.395
C (4.48, -1.88, 2.48)  -0.024
C (-0.77, -3.64, -0.14)  -0.013
C (3.18, 2.40, 1.81)  -0.097
C (4.94, -3.83, 0.81)  0.014
C (-1.76, 5.14, 0.89)  -0.116
C (-3.38, 4.53, 2.55)  -0.130
C (2.90, 3.74, 1.98)  -0.081
C (1.65, 4.14, 2.47)  -0.082
C (-1.93, 0.29, 6.92)  -0.109
C (0.27, -5.88, -0.52)  -0.012
C (-1.33, 6.18, 1.70)  -0.109
C (0.28, -0.75, -7.01)  -0.766
C (-0.60, 0.76, 4.95)  -0.395
C (4.46, -1.72, -0.19)  -0.867
C (0.70, 3.19, 2.80)  -0.115
C (-7.11, 2.54, 1.64)  -0.112
C (1.57, 1.07, -6.78)  -0.052
C (1.98, -0.37, -8.79)  -0.068
C (-6.23, 0.31, 1.67)  -0.092
C (-1.10, 1.10, 7.69)  -0.118
C (1.98, -4.82, -2.63)  -0.004
C (-1.13, -0.49, -4.98)  -0.034
C (-0.02, 1.73, 7.09)  -0.102
C (-2.94, 5.57, 3.36)  -0.106
C (-0.03, 3.35, -2.55)  -0.647
C (0.98, 1.82, 2.64)  -0.418
C (-1.92, 6.41, 2.94)  -0.117
B (2.21, -2.94, -0.29)  -0.784
H (2.47, -4.31, -3.45)  0.097
H (-0.77, -4.27, -3.13)  0.102
H (3.63, 4.49, 1.71)  0.097
H (-1.98, 2.38, 2.95)  0.041
H (3.70, -2.25, 3.16)  0.080
H (4.38, -0.80, 2.39)  0.048
H (5.67, -2.27, -1.78)  0.103
H (6.83, -4.67, -1.74)  0.073
H (-0.65, -2.59, -2.58)  0.055
H (2.36, 1.75, -7.02)  0.113
H (-0.68, -2.56, -0.26)  0.070
H (-1.29, 1.23, 8.75)  0.089
H (-0.78, 3.88, -3.18)  0.116
H (-7.93, 3.24, 1.82)  0.090
H (-2.77, -0.22, 7.38)  0.093
H (4.12, 2.04, 1.41)  0.054
H (1.83, -1.43, -8.99)  0.032
H (0.66, 1.68, -4.86)  0.086
H (-1.08, -1.57, -4.85)  0.047
H (1.42, 5.19, 2.58)  0.092
H (-4.23, 0.09, 0.95)  0.091
H (-2.11, -0.24, -5.38)  0.099
H (1.20, -6.41, -0.69)  0.079
H (-2.83, 0.85, 2.74)  0.052
H (-1.96, 0.62, 0.40)  0.024
H (-2.79, -1.72, -0.87)  0.008
H (-0.26, 3.52, 3.16)  0.096
H (-1.64, -3.95, -0.73)  0.091
H (1.07, 2.07, 5.28)  0.093
H (1.57, 0.20, -9.63)  0.089
H (-0.99, 0.00, -4.02)  0.080
H (1.47, -5.70, -3.02)  0.087
H (-0.46, -6.19, -1.27)  0.090
H (-4.16, 3.87, 2.91)  0.093
H (-3.40, 5.73, 4.33)  0.092
H (-0.10, -6.14, 0.47)  0.086
H (-0.94, 2.03, 0.61)  0.021
H (2.75, -5.14, -1.91)  0.082
H (5.22, -5.32, -2.04)  0.066
H (0.63, 2.37, 7.68)  0.094
H (0.37, -3.18, -3.90)  0.087
H (-5.80, 4.06, 0.93)  0.096
H (-6.35, -0.74, 1.86)  0.097
H (2.45, 0.39, 1.96)  0.072
H (-2.32, -0.53, 4.98)  0.094
H (3.04, -0.16, -8.69)  0.086
H (-0.95, -3.87, 0.91)  0.095
H (-1.58, 7.22, 3.57)  0.090
H (-0.51, 6.81, 1.37)  0.097
H (5.03, -4.66, 1.49)  0.101
H (5.45, -2.11, 2.91)  0.074
H (6.12, -5.82, -0.60)  0.071
H (-8.22, 0.82, 2.31)  0.088
H (-1.26, 4.94, -0.05)  0.074

---

Here is C45H54As4Cl2F3O2PRe as an isolated structure at a distorted geometry from the OMol25 dataset. Energies are from wB97M-V/def2-TZVPD.

Values from the calculation:
Lowest unoccupied orbital energy (spin up / spin down) (eV): -6.25 / -7.70
<S²>: 3.78
Strongest force on any atom (eV/A): 1.167
Energy (eV): -339593.7972
Multiplicity: 4
Energy relative to the best compared isomer or geometry (same formula, charge and spin) (eV): 0.0000
Gap between HOMO and LUMO (spin up / spin down) (eV): 5.9 / 4.5
Net charge: +2

Each line ends with the Löwdin charge.
Cartesian coordinates (Å):
Re (0.25, 0.33, -0.11)  1.190
As (1.49, 2.63, 0.35)  1.097
As (-1.60, -0.99, -5.97)  1.326
As (-1.37, 5.07, 4.33)  1.157
As (-0.88, 0.52, 2.20)  1.125
Cl (6.43, -3.68, 0.61)  0.754
Cl (3.32, -0.43, 3.55)  0.785
P (-1.18, 1.23, -1.93)  0.963
F (-0.72, -2.35, 0.64)  0.058
F (-0.90, -2.08, -1.47)  0.060
F (-2.34, -1.17, -0.14)  0.044
O (1.69, -0.33, 1.16)  -0.333
O (1.41, -0.57, -1.57)  -0.185
C (1.30, 3.42, 4.59)  -0.084
C (4.20, -2.51, -0.37)  -0.015
C (-0.89, -0.51, -4.16)  -0.417
C (-5.63, -2.26, -5.95)  -0.072
C (-4.56, -3.31, -4.08)  -0.080
C (0.08, 1.61, 3.51)  -0.301
C (-2.12, 0.83, -6.49)  -0.412
C (-5.69, -3.10, -4.86)  -0.074
C (-3.26, 1.51, -6.07)  -0.135
C (-1.88, 0.15, -3.23)  -0.377
C (-0.51, 3.99, 2.87)  -0.359
C (1.02, 4.11, -4.74)  -0.049
C (-2.66, 3.73, 4.97)  -0.327
C (1.09, 4.37, -0.41)  -0.239
C (2.32, -1.41, -1.45)  -0.093
C (-3.31, -1.79, -5.48)  -0.422
C (-2.62, 6.04, 3.17)  -0.337
C (-0.76, -1.13, 3.20)  -0.227
C (3.64, -1.22, 2.05)  -0.555
C (2.75, -1.04, 0.98)  -0.361
C (1.75, 3.05, 2.24)  -0.317
C (0.62, 3.02, 3.26)  -0.664
C (-4.97, 2.58, -1.13)  -0.039
C (-2.55, 3.49, -7.23)  -0.085
C (-1.02, -1.42, -0.29)  -0.723
C (3.35, 2.43, -0.17)  -0.233
C (-2.61, 2.11, -1.24)  -0.365
C (-3.47, 2.83, -6.43)  -0.080
C (3.06, -1.67, -0.26)  -0.108
C (-4.45, -1.60, -6.27)  -0.122
C (-2.77, 0.92, 2.31)  -0.226
C (-1.42, 2.83, -7.67)  -0.084
C (-3.43, 3.96, 0.08)  -0.066
C (1.68, 3.01, -4.23)  -0.059
C (1.04, 2.16, -3.34)  -0.141
C (-1.21, 1.51, -7.30)  -0.129
C (-2.38, 3.18, -0.38)  -0.141
C (-0.94, 3.52, -3.48)  -0.064
C (-3.38, -2.66, -4.40)  -0.136
C (-0.28, 2.42, -2.95)  -0.373
C (-4.73, 3.65, -0.30)  -0.042
C (-0.29, 4.37, -4.37)  -0.050
C (-3.92, 1.81, -1.61)  -0.056
C (5.03, -2.68, 0.72)  -0.643
C (4.75, -2.02, 1.92)  -0.064
H (-3.32, 5.36, 2.68)  0.000
H (2.60, -1.93, -2.36)  0.164
H (1.52, 4.77, -5.43)  0.118
H (-2.17, 2.97, 5.57)  0.012
H (-0.46, -1.41, -3.71)  0.045
H (-2.59, -0.55, -2.81)  0.076
H (-6.61, -3.61, -4.62)  0.107
H (-3.38, 4.24, 5.62)  0.030
H (-1.30, 3.45, 2.33)  0.043
H (-0.33, 0.99, -7.67)  0.093
H (2.15, 2.78, 4.78)  0.087
H (1.81, 5.07, 0.03)  0.056
H (-4.01, 1.00, -5.48)  0.096
H (-4.13, 0.98, -2.27)  0.105
H (2.57, 2.39, 2.56)  0.072
H (-3.20, 3.28, 4.14)  0.004
H (2.17, 4.08, 2.21)  0.100
H (-6.50, -2.11, -6.57)  0.110
H (2.69, 2.79, -4.53)  0.115
H (0.09, 4.70, -0.19)  0.014
H (-0.64, 1.64, 4.35)  0.085
H (4.41, -3.00, -1.31)  0.128
H (-2.08, 6.63, 2.43)  0.024
H (-5.98, 2.33, -1.42)  0.119
H (-4.42, -0.96, -7.14)  0.106
H (1.65, 4.46, 4.56)  0.093
H (-2.73, 4.52, -7.53)  0.108
H (-1.97, 3.73, -3.21)  0.114
H (-0.81, 5.22, -4.78)  0.117
H (-1.37, 3.42, -0.08)  0.049
H (0.25, -1.52, 3.14)  0.031
H (-3.23, 4.81, 0.72)  0.087
H (-0.71, 3.33, -8.31)  0.109
H (-1.47, -1.87, 2.82)  0.044
H (-3.18, 6.72, 3.80)  0.029
H (-2.44, 0.91, -3.81)  0.067
H (-3.32, 0.05, 1.92)  0.044
H (-3.03, 1.80, 1.72)  0.006
H (-5.55, 4.26, 0.05)  0.119
H (-2.50, -2.86, -3.80)  0.089
H (3.43, 2.49, -1.25)  0.035
H (0.90, 0.96, 3.81)  0.048
H (1.23, 4.35, -1.49)  0.024
H (-3.02, 1.08, 3.36)  0.042
H (-4.37, 3.34, -6.11)  0.106
H (-0.06, 0.16, -4.40)  0.044
H (3.92, 3.26, 0.28)  0.056
H (-4.59, -3.99, -3.24)  0.105
H (5.42, -2.14, 2.77)  0.124
H (0.62, 3.33, 5.44)  0.075
H (1.55, 1.29, -2.97)  0.079
H (3.76, 1.48, 0.19)  0.029
H (-0.11, 4.75, 2.18)  0.061
H (-1.00, -0.88, 4.24)  0.062

---

Here is C45H54BiBr4GeN2O4PSi3 as an isolated structure at a distorted geometry from the OMol25 dataset. Energies are from wB97M-V/def2-TZVPD.

Values from the calculation:
Lowest unoccupied orbital energy (eV): 3.95
Strongest force on any atom (eV/A): 1.633
Energy (eV): -434161.5108
Energy relative to the best compared isomer or geometry (same formula, charge and spin) (eV): 1.5227
Gap between HOMO and LUMO (eV): 5.1
Net charge: -2

Each line ends with the Löwdin charge.
Cartesian coordinates (Å):
Bi (-0.09, -0.12, -0.33)  1.524
Br (4.36, -0.77, 5.77)  0.605
Br (4.71, 0.23, 2.64)  0.704
Br (1.32, -1.34, 6.95)  0.601
Br (-1.31, -0.75, 4.99)  0.688
Ge (0.95, 2.26, -1.16)  0.534
P (-1.82, -2.44, 0.21)  1.056
Si (3.19, 2.04, -2.28)  0.428
Si (1.47, 4.17, 0.33)  0.445
Si (-0.47, 3.35, -2.85)  0.401
O (2.07, 0.63, 1.30)  -0.276
O (2.22, -1.47, -1.50)  -0.150
O (-0.51, 0.10, 2.32)  -0.276
O (-1.16, 2.74, 0.66)  -0.107
N (3.04, -2.37, -1.21)  -0.203
N (-2.05, 2.33, 2.70)  0.160
C (1.56, -4.76, 0.65)  -0.104
C (-3.15, -4.52, 1.74)  -0.081
C (-2.79, 1.00, 0.79)  -0.239
C (3.39, 0.65, -3.60)  -0.235
C (3.20, -3.43, -2.05)  -0.026
C (-4.48, -2.95, 0.52)  -0.109
C (-0.14, -3.28, 2.25)  -0.108
C (1.56, -0.69, 5.18)  -0.794
C (2.52, 5.46, -0.67)  -0.231
C (-4.31, -5.09, 2.25)  -0.096
C (0.44, 4.56, -4.05)  -0.236
C (-0.45, -1.13, -2.37)  -0.304
C (-5.55, -4.60, 1.88)  -0.112
C (-5.64, -3.52, 1.01)  -0.099
C (3.79, -2.31, -0.08)  0.003
C (-1.93, 4.41, -2.18)  -0.223
C (-0.40, -3.39, 0.88)  -0.371
C (4.87, -4.39, -0.62)  -0.100
C (1.80, -4.67, 2.01)  -0.090
C (-2.46, -4.24, -1.79)  -0.101
C (0.47, -0.46, 4.34)  -0.633
C (1.89, 0.23, 2.48)  -0.485
C (-3.23, -3.45, 0.86)  -0.362
C (0.96, -3.91, 2.81)  -0.062
C (0.19, -0.57, -3.44)  -0.197
C (-2.26, 0.60, -0.57)  -0.382
C (4.10, -4.44, -1.77)  -0.087
C (2.56, 3.82, 1.87)  -0.205
C (-1.80, -3.06, -1.52)  -0.308
C (-1.83, -4.16, -4.09)  -0.058
C (4.04, 3.46, -3.30)  -0.229
C (4.69, -3.30, 0.23)  -0.050
C (2.82, -0.46, 4.68)  -0.788
C (0.47, -4.12, 0.08)  -0.079
C (-1.14, -2.96, -3.87)  -0.181
C (-1.34, 2.19, -4.14)  -0.230
C (-1.13, -2.36, -2.56)  -0.196
C (0.55, -0.03, 3.02)  -0.466
C (-0.46, -2.33, -4.92)  -0.066
C (-2.49, -4.79, -3.07)  -0.095
C (-1.89, 2.06, 1.37)  -0.581
C (4.46, 1.66, -0.90)  -0.237
C (2.96, -0.02, 3.36)  -0.620
C (0.20, -1.15, -4.71)  -0.087
C (0.12, 5.35, 1.06)  -0.221
H (-3.01, -5.72, -3.24)  0.092
H (2.22, -5.34, 0.02)  0.088
H (-1.57, 5.29, -1.66)  -0.002
H (-0.47, -2.79, -5.90)  0.096
H (0.31, -4.19, -0.98)  0.102
H (-2.86, -0.20, -1.00)  0.016
H (3.54, 5.12, -0.79)  -0.005
H (0.71, 0.37, -3.30)  0.022
H (-4.24, -5.93, 2.93)  0.096
H (-0.63, 1.82, -4.87)  0.008
H (2.64, -5.19, 2.44)  0.097
H (-1.32, 2.91, 3.08)  0.100
H (-1.79, 1.33, -3.66)  0.003
H (-2.96, -4.77, -1.00)  0.092
H (-0.22, 4.95, -4.83)  0.012
H (-6.46, -5.06, 2.27)  0.090
H (2.15, 2.99, 2.42)  0.005
H (2.56, 6.43, -0.18)  0.012
H (-0.62, 5.62, 0.32)  -0.006
H (3.61, -1.44, 0.53)  0.095
H (1.16, -3.81, 3.86)  0.108
H (-6.60, -3.13, 0.73)  0.095
H (2.58, -3.41, -2.93)  0.136
H (-2.29, 1.45, -1.25)  0.014
H (-2.80, 0.13, 1.46)  0.082
H (3.40, 3.83, -4.09)  -0.011
H (1.26, 4.05, -4.55)  -0.008
H (-0.41, 4.88, 1.88)  -0.003
H (4.31, 4.31, -2.69)  -0.011
H (-2.50, 3.83, -1.45)  0.002
H (2.61, 4.67, 2.55)  0.018
H (-4.53, -2.10, -0.15)  0.103
H (5.57, -5.17, -0.38)  0.093
H (3.92, 1.25, -0.06)  -0.046
H (2.11, 5.62, -1.66)  -0.009
H (-0.81, -2.70, 2.86)  0.072
H (3.06, -0.30, -3.20)  -0.018
H (-2.19, -4.92, 2.03)  0.100
H (5.23, 0.95, -1.18)  0.018
H (4.96, 3.10, -3.77)  0.012
H (0.86, 5.41, -3.53)  -0.003
H (4.43, 0.54, -3.91)  0.016
H (4.19, -5.26, -2.46)  0.103
H (-2.61, 4.73, -2.96)  0.013
H (-2.26, 1.52, 3.26)  0.053
H (3.57, 3.55, 1.59)  0.009
H (-1.83, -4.59, -5.09)  0.099
H (-3.81, 1.42, 0.76)  0.114
H (-2.13, 2.71, -4.68)  0.015
H (0.57, 6.27, 1.44)  0.014
H (0.73, -0.66, -5.52)  0.097
H (2.80, 0.86, -4.49)  0.008
H (4.96, 2.56, -0.55)  0.013
H (5.27, -3.20, 1.14)  0.111